[1]
The following is a quantum chemistry calculation of C45H43Cl4CsN11O2 as an isolated structure, from the Open Molecules 2025 dataset.

- HOMO: -0.147 Eh
- LUMO energy: 1.86 eV
- Energy above the lowest of the compared OMol25 structures with the same formula, charge and spin: 22.98 kcal per mole
- Total charge: -1
- Orbital gap: 5.9 eV
- Energy: -4354.39339 a.u.

CARTESIAN COORDINATES (ANGSTROEM)
Cs 0.58671 1.80679 -1.70412
Cl -1.63951 6.25191 2.94900
Cl 1.12379 6.36248 2.16152
Cl 4.07864 1.40101 4.48697
Cl 0.24567 4.35568 4.07399
O 0.82014 -2.98491 1.56204
O 1.74608 3.22242 1.88543
N 2.68058 2.34770 -0.14065
N -2.29987 -0.42850 -2.34053
N -1.15676 3.72914 0.79919
N 1.59167 -1.37015 -1.72354
N -1.60658 1.48299 -4.13665
N -1.13789 0.51899 1.13817
N -2.09365 0.38703 -4.57521
N -3.23661 1.53887 -0.20398
N -0.30106 3.78672 -3.45027
N 1.40698 -3.41109 -0.99269
N 2.56763 -3.39509 -1.69047
C -2.19918 0.95904 1.86774
C -1.04931 3.79205 -4.51402
C 2.20633 2.79382 0.84704
C 1.90278 6.95361 -1.80194
C 2.49859 -4.73207 1.83637
C 0.12939 -6.71240 1.68393
C -0.01983 -5.22478 2.02101
C -1.06629 0.43706 3.92129
C -2.51535 -1.47293 -1.54244
C -2.21991 0.93840 3.27515
C 3.94401 -0.09512 3.61183
C -2.49241 2.57897 -6.13574
C -1.72210 2.58061 -4.94478
C -2.65528 3.70169 -6.88791
C -3.32650 1.49275 1.14214
C -2.12534 -0.65890 -3.64437
C 0.64826 6.62953 -1.30342
C -0.09586 5.60921 -1.87422
C -2.09844 -1.96247 -4.16703
C -4.40807 1.95599 1.86705
C 3.79655 -0.07445 2.23370
C 1.65595 5.23390 -3.47188
C 0.83483 -2.20771 -1.05301
C 0.03744 -5.06399 3.54635
C 3.86448 -2.48567 3.61034
C -2.03243 4.90942 -6.46090
C 3.97016 -1.29180 4.30923
C -1.27487 4.96518 -5.33943
C 3.69624 -1.28113 1.55653
C -1.41277 -4.75478 1.57018
C 2.62529 -2.15216 -2.11877
C -0.00503 0.01368 3.18264
C -4.40722 1.91697 3.27169
C 2.39957 6.24817 -2.88926
C -2.52821 -2.78843 -1.96973
C -0.08550 0.07757 1.77553
C -0.54433 4.33459 1.56040
C -3.34865 1.42369 3.97988
C -2.29161 -3.03068 -3.32268
C 1.09612 -4.35796 1.32549
C 3.67789 -3.81704 1.47706
C 3.73492 -2.50253 2.22406
C 0.39287 4.89400 -2.97433
C -0.18315 5.28025 2.62220
C 0.96735 -4.54435 -0.21641
H -2.67743 -1.23297 -0.49503
H -3.95171 1.93500 -0.78192
H -1.49035 -3.66773 1.58527
H 1.13671 -2.73363 2.43642
H -0.80644 5.89158 -5.03279
H -2.73063 -3.58959 -1.26967
H -1.03581 0.41611 5.00516
H -2.27697 -4.04267 -3.71025
H 3.74454 0.86717 1.69812
H 0.24740 7.16901 -0.45215
H 0.89927 -0.34550 3.65102
H 2.49179 7.73437 -1.33883
H -1.66700 -5.10493 0.56845
H 0.06178 -6.89734 0.61153
H 0.76133 -0.23759 1.17280
H 3.45582 -1.78888 -2.70075
H 3.91449 -3.41967 4.15918
H -3.35047 1.40847 5.06156
H 1.54294 -5.40239 -0.56070
H -0.00611 -4.01575 3.84622
H -3.25988 3.68999 -7.78470
H -2.17371 5.81031 -7.04940
H -0.67637 -7.27436 2.15968
H 2.46857 -4.80433 2.92481
H 4.58632 -4.37465 1.72646
H 1.07140 -7.12434 2.04453
H -5.27244 2.29833 3.80043
H -0.82794 -5.55745 3.99045
H -5.25696 2.37217 1.33947
H 3.38102 6.48243 -3.28323
H 2.04534 4.68181 -4.31925
H -1.06535 5.34137 -1.47369
H 2.72119 -5.73767 1.47282
H -0.07676 -4.70996 -0.47024
H -2.96825 1.64857 -6.41409
H -0.08246 -1.97063 -0.54560
H 3.58054 -1.26584 0.48320
H -2.16892 -5.15942 2.24398
H -1.94073 -2.08894 -5.22864
H 0.92479 -5.51519 3.98722
H 4.08661 -1.28559 5.38406
H 3.71568 -3.63771 0.40497
H -2.42208 1.12729 -0.63153

---

[2]
The following is a quantum chemistry calculation of C45H43Cl5FGeN3O3ScSe2 as an isolated structure, from the Open Molecules 2025 dataset.

- HOMO (alpha / beta): -0.402 / -0.453 Eh
- ⟨S²⟩: 0.755
- 2S+1: 2
- LUMO energy (alpha / beta): -5.07 / -5.34 eV
- Energy above the lowest of the compared OMol25 structures with the same formula, charge and spin: 0.81 kcal per mole
- Total charge: +2
- Orbital gap (alpha / beta): 5.9 / 7.0 eV
- Energy: -12171.50545 a.u.

CARTESIAN COORDINATES (ANGSTROEM)
Se -1.81228 0.60463 2.70643
Se -3.19749 1.09792 -0.31219
Ge 0.25620 2.88166 -0.87004
Sc -0.59125 -0.10759 0.20129
Cl -1.98072 -0.34574 -3.17997
Cl 2.76646 -1.29412 -5.55300
Cl 4.22674 -0.76129 -2.84413
Cl 2.54946 -0.01935 -0.31315
Cl -0.33839 -1.10662 -5.70415
F -3.70310 -4.60241 -3.82971
O 0.40028 -2.71624 3.21560
O -1.62619 -1.85548 -0.27319
O 0.30435 -1.26820 1.51945
N -1.09065 -5.74025 0.86841
N -2.80208 -9.48009 -4.41613
N -3.27016 -7.32028 -3.15508
C 0.73563 3.71458 0.83335
C -3.04094 3.72711 -3.37274
C 4.00222 3.15305 -3.73909
C 0.46882 -0.81559 -4.21061
C 0.89679 5.64000 2.29103
C 1.91413 3.56565 2.94709
C 2.82485 2.59325 -4.21776
C -0.55104 1.09267 4.09586
C 1.75067 -0.35235 -1.82956
C 1.77580 2.94858 -2.06891
C -1.08906 -7.40629 2.77634
C -2.27565 4.31372 -0.77582
C 0.46226 5.05723 1.10845
C -0.54884 -4.73396 1.56675
C -3.63492 -8.53286 -5.23054
C 1.62044 4.89556 3.21233
C 0.36974 -0.23947 -1.83743
C -2.57027 -3.87152 -1.93459
C -3.71625 2.12836 1.28688
C -0.90886 -7.10791 1.32225
C -1.42140 3.55645 -1.58268
C 2.96713 3.50216 -1.59834
C 1.46817 2.98079 1.76909
C -3.87446 4.48443 -2.56127
C -1.39108 -3.05350 0.07528
C 0.07083 -2.41690 2.09188
C -3.44712 -9.73985 -3.07777
C -2.11279 -7.87483 1.78720
C -4.03303 -8.41257 -2.57538
C -1.91661 -4.14089 -0.72510
C -3.48702 4.78362 -1.26314
C -2.60774 2.33274 2.30087
C 1.72240 2.48598 -3.38579
C -0.24142 -0.48055 -3.06013
C 4.07297 3.60533 -2.43059
C -0.63897 -3.41283 1.21457
C 2.51792 -0.67960 -2.94014
C -4.33205 -0.44971 0.01866
C 1.86049 -0.91449 -4.14729
C -3.56833 -7.14475 -4.57378
C -1.74829 -5.47231 -0.32570
C -1.82495 3.27096 -2.88909
C -2.20484 -6.51184 -1.14637
C -2.84710 -6.25048 -2.34374
C -3.03061 -4.89674 -2.70209
H -1.09040 1.21454 5.03020
H -2.70681 -2.84716 -2.25741
H -4.12527 5.39143 -0.63363
H -2.64493 -10.35702 -4.91306
H -4.81834 4.84994 -2.94368
H -2.02328 -7.53575 -0.85484
H -2.78004 -6.55293 -5.03444
H 4.86566 3.23309 -4.38639
H 0.68482 6.68328 2.48536
H 1.96662 5.35585 4.12829
H -0.04140 2.00780 3.80942
H -1.37095 -6.59584 3.43379
H -1.99180 4.55539 0.24212
H 2.77015 2.23311 -5.23756
H -4.07924 3.08312 0.91502
H -0.01098 -4.99919 2.46732
H 4.98976 4.04194 -2.05693
H -3.06191 -7.35570 1.77816
H -1.81703 2.98712 1.93283
H 0.15748 0.27063 4.17338
H -0.06535 5.66854 0.38633
H -3.98595 -8.38697 -1.49059
H -4.16310 -1.14108 -0.80254
H 1.72067 1.94340 1.57130
H -3.25110 -8.51869 -6.24747
H -2.67269 -10.13866 -2.42570
H -3.33544 3.49815 -4.38861
H -4.51976 -6.64001 -4.75875
H -0.41751 -8.12886 3.21552
H 2.49625 2.98624 3.65265
H -2.16145 -8.92915 1.55218
H -4.64149 -8.94622 -5.24216
H -3.01448 2.74924 3.22203
H -5.09049 -8.33584 -2.85304
H -5.36595 -0.11539 0.01948
H 0.82445 2.01782 -3.76962
H -4.07385 -0.92492 0.96167
H 3.03286 3.86384 -0.57922
H -1.19059 2.69052 -3.54465
H -0.13024 -7.63427 0.78407
H -4.21370 -10.49783 -3.22726
H -4.55211 1.58528 1.72560
H -1.89014 -9.04770 -4.25708

---

[3]
The following is a quantum chemistry calculation of a 7-piece molecular cluster, C45H43F7N4O2 overall, from the Open Molecules 2025 dataset.

- HOMO: -0.341 Eh
- LUMO energy: -0.28 eV
- Total charge: 0
- Orbital gap: 9.0 eV
- Energy: -2808.97971 a.u.

CARTESIAN COORDINATES (ANGSTROEM)
F 3.83215 5.92136 4.69365
F 2.89913 5.78535 0.66154
F 3.88753 3.76294 4.47429
F 5.67475 4.92126 4.17394
F 4.59789 4.04808 1.82276
F 4.79591 6.18838 2.14968
F 2.19088 6.47866 2.60523
O -0.23573 8.12906 4.03853
O -0.56945 6.47429 2.70950
N 2.57840 2.18384 2.56172
N -0.87370 7.17412 3.93883
N 0.05945 5.06521 -0.26259
N 1.35923 4.67357 5.43573
C -7.36934 -1.99499 -5.19434
C -3.90616 4.02825 7.95152
C 4.08009 5.09127 2.48007
C 1.01455 4.52146 4.35348
C -3.38292 1.49304 -3.62952
C 0.68303 4.74644 0.64211
C 5.57034 -7.62084 -4.67316
C -1.52847 4.37679 8.06173
C 3.41523 -6.90563 2.10519
C -3.98999 4.92662 6.89680
C 1.21915 -1.93085 0.65134
C 1.48450 4.33743 1.82716
C 5.20278 -5.33414 -4.02806
C -8.33149 -2.76441 -7.25953
C 4.39922 -7.64528 1.46244
C 0.33576 -1.23252 -1.88853
C 0.93453 -2.46682 -1.67548
C 0.17666 -0.34721 -0.83153
C 4.43985 -5.76135 -2.95026
C -3.18652 -0.82018 -4.25954
C -4.34644 0.72169 -5.69358
C -1.61132 5.27380 7.00535
C -2.67569 3.75354 8.53361
C -4.08833 1.75002 -4.79760
C -7.82181 -0.71043 -5.46247
C 4.81014 -8.04785 -3.59239
C -2.84154 5.54749 6.42317
C 4.35304 4.91363 4.00377
C 4.24396 -7.11821 -2.73134
C -7.62312 -3.02166 -6.09325
C 0.61594 -0.69910 0.43736
C -8.78199 -1.47955 -7.52851
C 2.63679 5.40400 1.93688
C 0.45374 4.26234 3.01946
C 1.37824 -2.81487 -0.40681
C 4.36989 -4.88065 1.22821
C -2.93204 0.20798 -3.36162
C -3.89647 -0.56369 -5.42416
C -8.52573 -0.45202 -6.63032
C 1.96366 2.90855 1.46122
C -0.84000 5.10076 2.87819
C 3.39838 -5.52294 1.98491
C 5.36396 -7.00299 0.69859
C 5.76744 -6.26440 -4.89059
C 5.35161 -5.61981 0.58416
H 2.66054 -7.40700 2.69753
H 2.07126 2.28968 3.43464
H -7.26824 -4.02319 -5.88545
H 2.69611 3.00533 0.65187
H 6.36136 -5.93162 -5.73222
H -2.61129 3.05404 9.35737
H 6.00925 -8.34606 -5.34648
H -6.81659 -2.19437 -4.28508
H -4.10314 -1.36562 -6.12140
H 5.35815 -4.27592 -4.19614
H 3.99881 -5.03684 -2.27668
H 0.10878 3.21940 3.04154
H 0.48409 -0.01103 1.26506
H -4.90080 0.92037 -6.60193
H 6.12347 -7.58021 0.18703
H -0.71591 5.75913 6.63991
H 6.10315 -5.11952 -0.01303
H -8.87484 0.55086 -6.84129
H -1.45700 4.73226 2.05541
H 2.62773 -4.94645 2.48182
H -0.56931 4.16731 8.51773
H -3.18353 2.29494 -2.92984
H -1.41837 4.95920 3.80219
H -9.33285 -1.27847 -8.43849
H 4.35941 -3.80135 1.13480
H 4.65976 -9.10622 -3.42088
H -4.43699 2.75282 -5.00932
H 3.65202 -7.44921 -1.88736
H -2.90329 6.24856 5.60051
H -7.62174 0.08993 -4.76144
H -4.80001 3.54157 8.32055
H -0.28894 0.61678 -0.99866
H 1.56361 -2.20292 1.64157
H 1.10097 2.39269 1.01421
H -0.00712 -0.95919 -2.87863
H 1.84987 -3.77611 -0.24221
H 2.57069 1.18996 2.35676
H -4.94930 5.14276 6.44387
H 1.05616 -3.15856 -2.49929
H -2.83208 -1.82190 -4.04979
H 4.41136 -8.72393 1.55402
H -8.53250 -3.56595 -7.95888
H -2.38225 0.00523 -2.45083

---

[4]
The following is a quantum chemistry calculation of C45H43N8O3S3Yb as an isolated structure, from the Open Molecules 2025 dataset.

- HOMO (alpha / beta): -0.264 / -0.264 Eh
- ⟨S²⟩: 0.751
- 2S+1: 2
- LUMO energy (alpha / beta): -0.33 / -0.32 eV
- Energy above the lowest of the compared OMol25 structures with the same formula, charge and spin: 0.00 kcal per mole
- Total charge: 0
- Orbital gap (alpha / beta): 6.9 / 6.9 eV
- Energy: -4757.64374 a.u.

CARTESIAN COORDINATES (ANGSTROEM)
Yb -0.03619 0.11238 -0.46532
S -4.56593 0.86057 1.88106
S -2.42084 -1.12716 0.95062
S 0.86286 -4.40418 1.14688
O -2.34507 4.34540 -3.72678
O 3.52364 2.46268 -3.07827
O 0.84165 5.87699 -2.48031
N -0.37250 3.23997 -2.54425
N 1.30151 1.72248 -1.86197
N 1.83249 1.25751 0.96758
N -0.82270 1.25139 1.61678
N 2.26453 -1.44483 -1.93411
N 1.06731 3.74976 -0.80499
N -2.12096 1.36669 1.96436
N -0.73638 -2.05522 -1.69030
C 0.77812 -1.82692 0.72994
C 4.55278 -1.09440 -2.72019
C 0.63836 0.47133 -3.93747
C -0.15217 5.02598 0.88036
C 4.05406 2.03733 1.34055
C 3.65853 -1.39657 -1.69670
C 0.28520 6.03266 -1.25468
C -0.35736 7.19040 -0.83507
C -4.10039 1.34264 -2.55780
C 5.91540 -1.00645 -2.45963
C -0.36385 -3.18885 -1.05707
C -2.65351 3.13364 -3.16096
C 1.42482 1.88209 2.07509
C -0.77579 6.18714 1.31625
C 0.37790 4.93438 -0.39399
C 0.67744 2.88465 -1.75853
C 2.30548 2.60256 2.87005
C 4.15384 -1.63095 -0.41163
C -3.04886 0.73984 -1.88634
C -0.87975 7.26384 0.45203
C -3.38674 5.00223 -4.42652
C 2.72034 1.64770 -3.81266
C 0.66899 6.93393 -3.41590
C 0.96167 0.01542 -5.21528
C -2.89964 0.39034 1.54653
C -1.75110 1.28230 -1.81380
C -5.55180 -0.56368 1.40193
C -1.47069 -2.13998 -2.80536
C 1.44392 -2.06829 1.97649
C -3.91215 2.56428 -3.19671
C 1.50634 1.26523 -3.20965
C -0.00300 1.83640 2.39792
C -1.45360 -4.50874 -2.74192
C 6.40831 -1.21999 -1.17995
C 1.56097 -3.38168 2.31803
C 3.11279 1.33942 0.60430
C -1.60194 2.49193 -2.49674
C 5.51604 -1.54279 -0.16220
C 2.15735 0.39558 -5.79282
C 3.63693 2.67978 2.49734
C -1.85334 -3.33503 -3.37232
C -0.71132 -4.43605 -1.58287
C 4.73563 2.89001 -3.68181
C 0.40492 -3.02539 0.18152
C 3.03388 1.22665 -5.09798
H -3.25105 -0.19872 -1.38301
H 4.34106 3.24040 3.09983
H -4.73687 3.05419 -3.69728
H -0.37028 2.31516 3.30041
H 1.82890 -1.27826 2.61443
H 0.26417 -0.61452 -5.75616
H 3.96416 1.52390 -5.56243
H -5.08004 0.87841 -2.57355
H -5.95100 -0.42335 0.39893
H -0.44687 8.03821 -1.50058
H 2.41588 0.06343 -6.79136
H -3.77670 4.37875 -5.23338
H -2.45102 -3.34384 -4.27472
H -0.39029 7.11784 -3.60527
H -4.92920 -1.45333 1.42676
H -1.72654 -5.47329 -3.15228
H 2.01873 -3.80623 3.20268
H -0.09037 4.16031 1.52721
H 4.17605 -0.93700 -3.72486
H 4.55144 3.47596 -4.58506
H 3.45908 -1.87968 0.38614
H 1.90260 3.47992 -0.30730
H 5.08186 2.07515 1.00606
H -6.36568 -0.65394 2.11951
H 5.88382 -1.73064 0.84097
H -2.95976 5.90681 -4.85048
H 6.59788 -0.77809 -3.27150
H 5.37454 2.04047 -3.92484
H -0.40185 -5.33773 -1.06769
H 3.38161 0.83726 -0.31581
H -0.31258 0.21255 -3.49684
H 7.47200 -1.15803 -0.98180
H -0.50577 4.22640 -2.69979
H 1.14199 7.85217 -3.06458
H 1.14785 6.60755 -4.33230
H -1.37802 8.17226 0.76966
H -1.78133 -1.19634 -3.24040
H -4.20591 5.27159 -3.75722
H 1.82517 -2.18337 -1.40368
H 2.02825 -1.50513 -2.91484
H 1.93920 3.09879 3.76153
H 5.23709 3.51826 -2.95042
H -1.19343 6.23719 2.31437